(1)
Computed, not measured: a 2-piece molecular cluster, C4H10S3 overall in a non-equilibrium geometry, with ωB97M-V/def2-TZVPD.

Properties
E_HOMO ... -7.3 eV
Energy relative to the best compared isomer or geometry (same formula, charge and spin) ... 350.8 kJ/mol
HOMO-LUMO gap ... 7.73 eV
Total energy ... -36812.39714 eV

```
17
C4H10S3 ωB97M-V/def2-TZVPD
C -1.32109 1.40253 -1.37634
C -0.27429 1.16260 -0.29516
C 1.64585 -0.77379 1.19214
C -0.42996 -0.26071 0.23480
S 2.58921 -1.50500 -0.00880
S -1.59858 -0.37640 1.47469
S -0.51943 -1.55990 -1.00385
H -1.52483 0.45010 -1.76746
H -2.20321 1.81409 -0.99094
H -1.12238 2.14236 -2.20402
H 0.84516 1.16927 -0.72332
H -0.28234 2.03287 0.42156
H 1.30885 -1.50226 1.94570
H 2.02385 0.24494 1.50659
H 3.15653 -0.38475 -0.50608
H -1.43031 -1.63314 2.02070
H -0.86303 -2.42280 0.07979
```

Results of the Löwdin charge analysis, in e, for atoms 1 through 4: number 1, C, carries -0.146; number 2, C, carries -0.362; number 3, C, carries -0.559; number 4, C, carries -1.143

(2)
Computed, not measured: C3AsF6N2O4ReS6 as an isolated structure in a non-equilibrium geometry, with ωB97M-V/def2-TZVPD.

Properties
E_HOMO ... -16.3 eV
HOMO-LUMO gap ... 6.54 eV
Net charge ... +2
Total energy ... -158543.43142 eV

```
23
C3AsF6N2O4ReS6 ωB97M-V/def2-TZVPD
Re 0.09907 0.18615 -1.20045
S -0.72749 4.51309 -4.43343
As -0.76120 2.56447 -3.64051
S -0.75503 -1.58625 -2.14169
S -1.50342 1.80473 -1.70984
S -1.76278 2.88814 -5.47066
F 1.00346 1.78286 3.51534
C 0.36755 0.70007 3.15645
F -0.69573 0.47241 3.88183
F 1.17029 -0.35098 3.14073
S -0.24411 0.96995 1.39476
O 0.91870 1.33397 0.51957
O -1.37962 1.80129 1.43455
N -0.71849 -0.56605 0.83713
S 0.20021 -1.79625 0.38224
O -0.65199 -2.60321 -0.59462
O 1.45892 -1.28999 -0.24586
C 0.53137 -3.17156 1.78097
F 0.54481 -4.30492 1.15855
F 1.68000 -2.84939 2.29382
F -0.46304 -3.03790 2.60711
N 0.84523 1.61463 -3.82172
C 0.84330 0.92473 -2.84428
```

Results of the Löwdin charge analysis, in e, for atoms 1 through 4: number 1, Re, carries 0.806; number 2, S, carries 0.333; number 3, As, carries 0.277; number 4, S, carries 0.830

(3)
Computed, not measured: C58H100N7O8P5SSeY as an isolated structure, with ωB97M-V/def2-TZVPD.

Properties
E_HOMO ... -8.7 eV
HOMO-LUMO gap ... 7.17 eV
Net charge ... +1
Total energy ... -212255.93680 eV

```
181
C58H100N7O8P5SSeY ωB97M-V/def2-TZVPD
Y 0.27893 0.22936 -0.01360
C -1.21309 -2.65837 5.25391
N -0.92397 -2.13453 3.91601
C -0.89984 -3.20359 2.89842
P 0.27440 -1.02583 3.73183
O 0.13708 -0.12337 2.55455
O 1.59862 -1.94756 3.64349
P 2.55482 -2.07339 2.32700
O 1.83836 -1.61073 1.11900
N 2.93171 -3.65605 2.24720
C 2.90219 -4.36108 0.95713
C 3.73102 -4.29443 3.29620
N 3.89513 -1.28876 2.85689
C 3.73611 0.07623 3.35367
C 5.11798 -1.48316 2.05711
N 0.50232 -0.17585 5.10500
C 1.04212 -0.79097 6.32579
C -0.16647 1.11246 5.30545
H -2.12519 -3.25113 5.19233
H -1.38942 -1.84532 5.95830
H -0.41133 -3.30373 5.63498
H -1.91335 -3.55867 2.71601
H -0.28012 -4.04797 3.23070
H -0.50086 -2.83770 1.95947
H 2.37839 -3.75817 0.22116
H 2.37888 -5.31430 1.06764
H 3.91573 -4.56246 0.59923
H 3.79938 -3.64696 4.16715
H 4.74095 -4.51165 2.93867
H 3.26409 -5.23537 3.59347
H 2.89138 0.14218 4.03320
H 3.57985 0.78609 2.54100
H 4.63762 0.35353 3.90274
H 5.16417 -2.50722 1.68141
H 5.98749 -1.31209 2.69444
H 5.16642 -0.80175 1.20223
H 1.53651 -1.73116 6.09268
H 0.26041 -0.97355 7.06622
H 1.78053 -0.11734 6.76442
H -0.42996 1.54972 4.34350
H 0.51960 1.79385 5.81287
H -1.06744 1.01430 5.91642
C -3.08706 0.08277 2.93443
P -2.46041 0.57892 1.28310
C -2.35100 2.39897 1.56568
C -4.02314 0.44331 0.32875
C -5.24417 0.09363 0.91215
C -6.40008 0.02619 0.14545
C -6.34840 0.29776 -1.21485
C -5.12812 0.59625 -1.80672
C -3.96162 0.66366 -1.04889
P -2.28855 1.05147 -1.74211
C -2.74224 2.66979 -2.49236
C -2.27256 -0.01625 -3.24482
H -3.41785 -0.95519 2.90486
H -3.90938 0.73057 3.23537
H -2.29542 0.15977 3.66327
H -3.28049 2.78891 1.97970
H -2.13559 2.91362 0.62919
H -1.53183 2.59689 2.26368
H -5.31657 -0.13250 1.96847
H -7.34468 -0.22639 0.61674
H -7.25424 0.28071 -1.81175
H -5.09509 0.78238 -2.87500
H -3.61582 2.54907 -3.13202
H -1.90936 3.04884 -3.07908
H -2.97833 3.38509 -1.70057
H -3.27909 -0.37708 -3.44643
H -1.61663 -0.86568 -3.08464
H -1.91089 0.54902 -4.09961
O 1.24651 2.55363 0.64823
P 2.04975 3.81137 0.30909
C 1.16646 4.88148 -0.90581
C -0.37514 4.76122 -0.83176
C -1.08618 5.86463 -0.04869
C -0.63369 7.23536 -0.54029
C 0.85824 7.39015 -0.26673
C 1.66858 6.34126 -1.03705
C 3.63488 3.41315 -0.48562
C 4.48867 4.64475 -0.87712
C 5.97016 4.26837 -1.03581
C 6.09814 2.85401 -1.59571
C 5.59164 1.82916 -0.56255
C 4.47893 2.41789 0.32527
C 2.27899 4.92913 1.75349
C 3.54453 4.81066 2.61829
C 3.54440 3.64923 3.62349
C 2.12033 3.22778 4.01768
C 1.22254 4.46026 4.05119
C 0.97566 4.93979 2.61644
H 1.45448 4.35967 -1.81730
H -0.63486 3.77953 -0.44120
H -0.75312 4.78739 -1.85892
H -0.87244 5.78228 1.01988
H -2.16473 5.75023 -0.17735
H -1.20025 8.03007 -0.05146
H -0.81123 7.31265 -1.61927
H 1.03008 7.30578 0.81291
H 1.20348 8.38198 -0.56580
H 2.71808 6.41718 -0.75246
H 1.62228 6.60569 -2.09808
H 3.29748 2.89228 -1.38767
H 4.40152 5.43386 -0.12336
H 4.11941 5.05824 -1.81858
H 6.47641 4.31622 -0.06504
H 6.46345 4.99121 -1.68739
H 7.13391 2.64199 -1.86189
H 5.51201 2.78065 -2.51885
H 6.42551 1.52061 0.07372
H 5.21620 0.94162 -1.07192
H 4.92839 2.92697 1.18224
H 3.84822 1.61674 0.70119
H 2.36619 5.89349 1.25285
H 3.62980 5.75112 3.16528
H 4.42893 4.75558 1.98247
H 4.08611 3.96694 4.51710
H 4.09350 2.80579 3.20980
H 2.13390 2.72001 4.98554
H 1.71140 2.52699 3.27951
H 1.70178 5.24725 4.64199
H 0.26450 4.24129 4.52737
H 0.54636 5.94167 2.63440
H 0.23617 4.27378 2.16687
O 1.06618 -1.28075 -1.57043
N 2.27430 -0.89739 -1.60350
O 2.49482 0.04418 -0.81900
O 1.35231 -0.22579 -8.83508
C 0.59418 0.77804 -8.33095
O -0.04856 1.46470 -9.06973
C 0.62443 0.96435 -6.84762
C 0.35075 2.23488 -6.34556
C 0.36121 2.47032 -4.98268
C 0.58885 1.42396 -4.07709
S 0.48287 1.77005 -2.36420
C 0.85382 0.14881 -4.58599
C 0.88198 -0.06989 -5.95499
H 1.88738 -0.61868 -8.13939
H 0.13630 3.02617 -7.05358
H 0.18827 3.47123 -4.59837
H 1.03342 -0.66649 -3.89622
H 1.07200 -1.07829 -6.31364
C -0.97069 -6.46387 -0.65432
C 0.33939 -6.13382 -1.38569
C 0.60496 -4.63320 -1.56494
C -0.14184 -3.94258 -2.70089
N -1.60283 -4.04173 -2.61770
C -2.38224 -3.37315 -1.74543
Se -1.87697 -2.13667 -0.47452
N -3.66278 -3.74287 -1.95758
C -4.81406 -3.24776 -1.18995
C -4.94456 -3.91651 0.17757
C -5.20963 -5.42285 0.11331
C -6.64432 -5.76218 -0.29608
C -3.70768 -4.67772 -2.99026
C -4.76161 -5.36715 -3.57139
C -4.45190 -6.25973 -4.58428
C -3.13100 -6.45467 -5.00322
C -2.08253 -5.75941 -4.42492
C -2.39783 -4.86723 -3.41027
H -0.98176 -7.50869 -0.33775
H -1.84836 -6.31210 -1.28681
H -1.08381 -5.83580 0.23616
H 0.35529 -6.63488 -2.36028
H 1.16575 -6.54904 -0.80394
H 1.66696 -4.47010 -1.77243
H 0.37753 -4.11155 -0.63154
H 0.14671 -4.36894 -3.65914
H 0.12849 -2.89157 -2.69394
H -5.70456 -3.41586 -1.79348
H -4.68764 -2.17302 -1.06261
H -5.76128 -3.41528 0.70995
H -4.02372 -3.72040 0.72924
H -5.01308 -5.85327 1.09792
H -4.50165 -5.89028 -0.57934
H -7.35417 -5.37482 0.44080
H -6.78993 -6.84174 -0.37201
H -6.90426 -5.32681 -1.26726
H -5.78701 -5.22545 -3.25062
H -5.24748 -6.82268 -5.05547
H -2.92419 -7.16702 -5.79324
H -1.06315 -5.91508 -4.75558
```

Results of the Löwdin charge analysis, in e, for atoms 1 through 4: number 1, Y, carries 1.248; number 2, C, carries -0.088; number 3, N, carries -0.276; number 4, C, carries -0.106

(4)
Computed, not measured: a single C4H11O3P molecule in a non-equilibrium geometry, with ωB97M-V/def2-TZVPD.

Properties
E_HOMO ... -9.0 eV
Energy relative to the best compared isomer or geometry (same formula, charge and spin) ... 386.6 kJ/mol
HOMO-LUMO gap ... 9.74 eV
Total energy ... -19754.61681 eV
SMILES ... OCCOC[C@@H](O)P

```
19
C4H11O3P ωB97M-V/def2-TZVPD
C 1.75946 -1.13673 -1.05200
C 0.98264 0.14179 -1.42625
C -0.59264 -0.42058 0.13265
C -1.85106 0.14659 0.98760
O 2.61335 -1.00083 0.05967
O -1.48192 0.45186 2.43530
O 0.19050 0.58233 -0.33035
P -2.02014 1.82353 0.13438
H 2.29531 -1.43402 -1.94981
H 1.00302 -1.99385 -0.84926
H 0.26714 -0.12932 -2.28284
H 1.57184 0.94640 -1.71766
H 0.05172 -1.07859 0.82981
H -0.82299 -1.08438 -0.71529
H -2.56991 -0.57624 0.99425
H 3.11700 -0.12026 0.03686
H -0.54203 0.27090 2.63551
H -0.97062 2.26383 1.07443
H -3.00067 2.34755 1.00302
```

Results of the Löwdin charge analysis, in e, for atoms 1 through 4: number 1, C, carries -0.270; number 2, C, carries -0.172; number 3, C, carries -0.315; number 4, C, carries -0.466

(5)
Computed, not measured: C20H15IN5O6S2W as an isolated structure, with ωB97M-V/def2-TZVPD.

Properties
E_HOMO ... -16.6 eV
Energy relative to the best compared isomer or geometry (same formula, charge and spin) ... 27.7 kJ/mol
HOMO-LUMO gap ... 4.47 eV
Net charge ... +3
Total energy ... -72289.35704 eV

```
50
C20H15IN5O6S2W ωB97M-V/def2-TZVPD
W 0.16772 0.04742 0.47870
O -1.54884 -1.30750 3.86806
C -1.26248 -0.57347 3.00225
O -0.45782 -0.96563 1.90379
C -1.61277 0.86861 2.82359
C -2.38434 1.65813 3.65280
C -2.54965 2.99705 3.29706
C -1.93798 3.51001 2.15120
C -1.18285 2.64129 1.39104
N -1.05052 1.36250 1.72899
C -0.38258 2.95903 0.17079
O -0.18783 3.97326 -0.37173
O 0.23101 1.73187 -0.27149
H -2.83168 1.24404 4.54741
H -3.14682 3.64866 3.92254
H -2.03750 4.54941 1.86495
O 2.74987 0.67847 -1.67253
C 2.72627 -0.20941 -2.73623
C 3.68022 -0.20234 -3.73175
C 3.54605 -1.07708 -4.80327
C 2.46436 -1.94544 -4.89395
C 1.50177 -1.94664 -3.90285
C 1.64344 -1.08918 -2.81273
C 0.68455 -1.05193 -1.72365
O 1.14433 -1.28366 -0.46952
N -0.57515 -0.70312 -1.87222
N -1.30225 -0.69302 -0.66515
C -2.49763 -1.31980 -0.71195
S -3.58346 -1.17000 0.59294
C -4.68236 -2.50747 0.00940
C -4.65980 -2.48073 -1.50469
S -2.93650 -2.24668 -2.05247
H 3.21251 1.47217 -1.97322
H 4.51831 0.48247 -3.68239
H 4.29703 -1.07277 -5.58184
H 2.37609 -2.61703 -5.73577
H 0.65644 -2.62036 -3.95543
H -5.67817 -2.30470 0.40139
H -4.30829 -3.44200 0.42501
H -5.24647 -1.66395 -1.92457
H -5.00655 -3.42533 -1.92284
I 4.59207 -0.22360 4.88092
C 3.44265 0.33376 3.27014
C 3.71002 1.36826 2.36314
N 2.72830 1.40816 1.47318
N 1.80562 0.43624 1.72435
C 2.25987 -0.21582 2.83159
H 4.54180 2.05619 2.31858
H 2.65828 1.98660 0.64843
H 1.71166 -1.05497 3.23005
```

Results of the Löwdin charge analysis, in e, for atoms 1 through 4: number 1, W, carries 1.995; number 2, O, carries 0.266; number 3, C, carries -0.434; number 4, O, carries -0.214

(6)
Computed, not measured: a 2-piece molecular cluster, C29H28O2 overall in a non-equilibrium geometry, with ωB97M-V/def2-TZVPD.

Properties
E_HOMO ... -5.5 eV
HOMO-LUMO gap ... 2.65 eV
Total energy ... -34618.53807 eV

```
59
C29H28O2 ωB97M-V/def2-TZVPD
C -2.72003 0.34873 2.76016
C -2.21093 -0.37651 1.50280
C -2.79334 -1.80093 1.50491
C -2.72956 0.34705 0.24789
C -0.67716 -0.37394 1.49208
C 0.07849 -1.54851 1.48272
C 1.44392 -1.51927 1.44646
C 2.15516 -0.28400 1.41918
O 3.39405 -0.24117 1.38590
C 1.36809 0.90346 1.43547
C 0.00494 0.84373 1.47260
H -2.39824 1.38830 2.77742
H -3.80869 0.33730 2.79313
H -2.34802 -0.13436 3.66265
H -2.48511 -2.35511 0.61985
H -2.48218 -2.35406 2.38950
H -3.88200 -1.76064 1.50652
H -2.35885 -0.13486 -0.65598
H -3.81830 0.33209 0.21941
H -2.41063 1.38757 0.22892
H -0.42047 -2.49916 1.50591
H 2.01869 -2.42636 1.43587
H 1.88288 1.84558 1.41356
H -0.55971 1.75778 1.48626
C 2.56893 -6.37710 7.39684
C 3.86398 -6.00982 7.70712
C 4.13517 -4.73845 8.15478
C 3.11107 -3.79929 8.29283
O 3.37738 -2.44918 8.65815
C 3.93158 -1.60052 7.66860
C 3.10545 -0.79096 6.86760
C 3.62083 -0.08110 5.82156
C 5.00458 -0.11287 5.50830
C 5.44403 0.61574 4.38014
C 6.73629 0.83006 3.81302
C 6.83617 1.78081 2.77592
C 8.03724 2.06055 2.17254
C 9.18619 1.40536 2.57423
C 9.12498 0.45726 3.57773
C 7.92625 0.16755 4.18323
C 5.82849 -0.87723 6.37263
C 5.31042 -1.60114 7.40658
C 1.80597 -4.19263 7.99261
C 1.54235 -5.46433 7.54276
H 2.36049 -7.37115 7.03464
H 4.66357 -6.72010 7.58220
H 5.14216 -4.44632 8.38709
H 2.04966 -0.77095 7.07510
H 2.97048 0.52052 5.20854
H 4.65255 1.12490 3.85172
H 5.94610 2.29851 2.46109
H 8.08442 2.79162 1.38278
H 10.12570 1.62130 2.09474
H 10.01797 -0.06881 3.87563
H 7.91374 -0.61742 4.90912
H 6.88825 -0.88758 6.23799
H 5.95045 -2.20669 8.02449
H 1.01790 -3.46743 8.08403
H 0.53571 -5.74649 7.28408
```

Results of the Löwdin charge analysis, in e, for atoms 1 through 4: number 1, C, carries -0.054; number 2, C, carries -0.554; number 3, C, carries -0.074; number 4, C, carries -0.053

> Among the records above, which one has the lowest total energy?

C58H100N7O8P5SSeY

> Look up the HOMO-LUMO gap of the sixth one.

2.65 eV

Please write out number 6 again, unchanged.
Computed, not measured: a 2-piece molecular cluster, C29H28O2 overall in a non-equilibrium geometry, with ωB97M-V/def2-TZVPD.

Properties
E_HOMO ... -5.5 eV
HOMO-LUMO gap ... 2.65 eV
Total energy ... -34618.53807 eV

```
59
C29H28O2 ωB97M-V/def2-TZVPD
C -2.72003 0.34873 2.76016
C -2.21093 -0.37651 1.50280
C -2.79334 -1.80093 1.50491
C -2.72956 0.34705 0.24789
C -0.67716 -0.37394 1.49208
C 0.07849 -1.54851 1.48272
C 1.44392 -1.51927 1.44646
C 2.15516 -0.28400 1.41918
O 3.39405 -0.24117 1.38590
C 1.36809 0.90346 1.43547
C 0.00494 0.84373 1.47260
H -2.39824 1.38830 2.77742
H -3.80869 0.33730 2.79313
H -2.34802 -0.13436 3.66265
H -2.48511 -2.35511 0.61985
H -2.48218 -2.35406 2.38950
H -3.88200 -1.76064 1.50652
H -2.35885 -0.13486 -0.65598
H -3.81830 0.33209 0.21941
H -2.41063 1.38757 0.22892
H -0.42047 -2.49916 1.50591
H 2.01869 -2.42636 1.43587
H 1.88288 1.84558 1.41356
H -0.55971 1.75778 1.48626
C 2.56893 -6.37710 7.39684
C 3.86398 -6.00982 7.70712
C 4.13517 -4.73845 8.15478
C 3.11107 -3.79929 8.29283
O 3.37738 -2.44918 8.65815
C 3.93158 -1.60052 7.66860
C 3.10545 -0.79096 6.86760
C 3.62083 -0.08110 5.82156
C 5.00458 -0.11287 5.50830
C 5.44403 0.61574 4.38014
C 6.73629 0.83006 3.81302
C 6.83617 1.78081 2.77592
C 8.03724 2.06055 2.17254
C 9.18619 1.40536 2.57423
C 9.12498 0.45726 3.57773
C 7.92625 0.16755 4.18323
C 5.82849 -0.87723 6.37263
C 5.31042 -1.60114 7.40658
C 1.80597 -4.19263 7.99261
C 1.54235 -5.46433 7.54276
H 2.36049 -7.37115 7.03464
H 4.66357 -6.72010 7.58220
H 5.14216 -4.44632 8.38709
H 2.04966 -0.77095 7.07510
H 2.97048 0.52052 5.20854
H 4.65255 1.12490 3.85172
H 5.94610 2.29851 2.46109
H 8.08442 2.79162 1.38278
H 10.12570 1.62130 2.09474
H 10.01797 -0.06881 3.87563
H 7.91374 -0.61742 4.90912
H 6.88825 -0.88758 6.23799
H 5.95045 -2.20669 8.02449
H 1.01790 -3.46743 8.08403
H 0.53571 -5.74649 7.28408
```

Results of the Löwdin charge analysis, in e, for atoms 1 through 4: number 1, C, carries -0.054; number 2, C, carries -0.554; number 3, C, carries -0.074; number 4, C, carries -0.053